[1]
{
  "formula": "C30H28N6OPd",
  "method": "ωB97M-V/def2-TZVPD",
  "homo_lumo_gap_ev": 3.32,
  "total_energy_ev": -45993.71446,
  "total_charge": 4,
  "symbols": ["Pd", "C", "C", "C", "C", "C", "C", "N", "C", "C", "C", "C", "C", "N", "C", "C", "C", "C", "C", "C", "N", "H", "H", "H", "H", "H", "H", "H", "H", "H", "H", "H", "H", "H", "H", "H", "C", "C", "C", "C", "C", "N", "C", "O", "N", "C", "C", "C", "C", "N", "C", "C", "C", "H", "H", "H", "H", "H", "H", "H", "H", "H", "H", "H", "H", "H"],
  "coordinates": [[0.1211, -0.1533, 0.8218], [2.5217, -0.3274, -1.4672], [3.0314, -0.3192, -0.0570], [4.3969, -0.4332, 0.2118], [4.8385, -0.4793, 1.5142], [3.9074, -0.4729, 2.5533], [2.5738, -0.3802, 2.2450], [2.1525, -0.2444, 0.9457], [1.4855, -0.5533, 3.2409], [1.5980, -0.6946, 4.6136], [0.4401, -0.9055, 5.3553], [-0.8067, -0.9681, 4.7406], [-0.8722, -0.8179, 3.3665], [0.2674, -0.6310, 2.6897], [-2.0700, -0.8809, 2.4905], [-3.3110, -1.2739, 2.9247], [-4.3304, -1.4368, 1.9858], [-4.0636, -1.2184, 0.6529], [-2.7908, -0.8022, 0.2570], [-2.4566, -0.5946, -1.1882], [-1.8334, -0.6122, 1.1662], [2.8653, 0.5462, -2.0219], [1.4307, -0.3713, -1.5126], [2.9040, -1.2040, -1.9909], [5.0927, -0.5016, -0.6135], [5.8948, -0.5652, 1.7323], [4.2317, -0.5781, 3.5787], [2.5616, -0.6496, 5.1002], [0.5101, -1.0235, 6.4285], [-1.6997, -1.1319, 5.3264], [-3.4879, -1.4886, 3.9689], [-5.3125, -1.7621, 2.3025], [-4.8232, -1.3807, -0.0998], [-3.1632, 0.0898, -1.6579], [-2.5210, -1.5435, -1.7228], [-1.4481, -0.2000, -1.3264], [-3.3129, 7.7879, -7.0263], [-3.0528, 7.5791, -5.6249], [-2.6010, 8.6799, -4.8006], [-2.3679, 8.4898, -3.4957], [-2.5880, 7.1639, -2.8898], [-2.4389, 7.0639, -1.6092], [-2.8993, 6.0377, -0.5644], [-3.5124, 6.5569, 0.2988], [-2.6754, 4.7068, -0.7866], [-1.3927, 4.0622, -0.8621], [-0.2354, 4.6754, -1.3165], [0.9457, 3.9565, -1.2798], [0.9397, 2.6676, -0.7727], [-0.1686, 2.0741, -0.3231], [-1.3129, 2.7550, -0.3819], [-3.0402, 6.0490, -3.7250], [-3.2819, 6.2713, -5.0246], [-2.7036, 8.5786, -7.4724], [-4.3443, 8.2270, -7.0318], [-3.3664, 6.8807, -7.6247], [-2.4533, 9.6504, -5.2597], [-2.0321, 9.2989, -2.8552], [-2.2375, 7.9274, -1.0947], [-3.3066, 4.2039, -0.1669], [-0.2178, 5.6996, -1.6641], [1.8730, 4.4009, -1.6130], [1.8608, 2.1130, -0.6841], [-2.1952, 2.2582, 0.0106], [-3.2076, 5.0849, -3.2641], [-3.6504, 5.4798, -5.6655]],
  "atomic_forces_ev_per_a": [[-0.13, 0.33, -0.27], [-0.03, 0.00, 0.00], [-0.02, 0.02, -0.04], [-0.03, 0.03, -0.01], [0.03, -0.01, 0.02], [0.01, -0.01, 0.01], [-0.07, -0.09, -0.01], [-0.01, 0.03, 0.47], [0.10, 0.03, -0.08], [-0.03, -0.01, 0.01], [0.02, 0.01, -0.03], [0.00, 0.00, -0.01], [-0.11, -0.02, -0.06], [0.07, -0.13, -0.33], [0.09, -0.07, 0.00], [-0.02, -0.02, -0.01], [0.00, 0.00, 0.02], [0.03, 0.03, -0.01], [-0.04, 0.05, -0.01], [0.02, 0.00, -0.03], [0.08, 0.10, 0.50], [0.03, -0.01, -0.01], [0.02, 0.03, 0.01], [0.00, -0.01, 0.02], [0.00, 0.01, -0.01], [0.00, 0.01, 0.00], [0.00, 0.00, 0.00], [-0.01, 0.01, 0.02], [0.00, 0.00, 0.00], [0.01, 0.00, 0.01], [0.00, 0.00, 0.00], [0.00, 0.00, 0.00], [0.00, 0.00, 0.00], [-0.03, -0.02, -0.01], [-0.01, 0.00, 0.00], [-0.03, 0.00, 0.01], [0.03, 0.00, 0.06], [-0.03, 0.01, -0.15], [0.03, 0.07, 0.11], [0.05, 0.11, -0.07], [-0.17, 0.02, 0.20], [0.20, -0.02, 0.08], [-0.13, -0.09, -0.11], [-0.11, 0.00, -0.04], [0.00, 0.16, 0.07], [0.12, -0.07, 0.08], [-0.03, -0.02, -0.03], [0.02, 0.00, 0.04], [-0.01, 0.11, 0.14], [0.04, -0.30, -0.36], [0.00, 0.04, 0.08], [-0.05, -0.09, -0.10], [-0.03, -0.10, 0.07], [0.00, 0.00, 0.00], [-0.02, 0.00, 0.00], [0.00, 0.00, 0.00], [0.00, 0.01, 0.00], [0.01, 0.02, -0.02], [0.09, 0.01, -0.07], [-0.01, -0.02, -0.04], [0.00, -0.01, -0.02], [0.00, 0.00, 0.00], [0.03, -0.04, -0.04], [-0.01, -0.02, -0.04], [0.01, -0.02, -0.02], [0.01, -0.01, 0.01]],
  "mulliken_charge": [0.693, -1.294, 1.009, -0.764, -0.603, -0.626, 0.593, 0.244, 0.295, -0.491, -0.840, -0.493, 0.275, -0.539, 0.613, -0.631, -0.578, -0.749, 0.873, -1.250, 0.262, 0.360, 0.081, 0.476, 0.499, 0.473, 0.422, 0.422, 0.479, 0.419, 0.423, 0.477, 0.496, 0.356, 0.410, 0.124, -1.368, 1.009, -0.850, -0.529, 1.313, -0.015, 0.184, -0.369, -0.045, 0.783, -0.174, -1.309, -0.475, 0.194, -0.672, -0.209, -0.959, 0.426, 0.417, 0.415, 0.497, 0.447, 0.301, 0.281, 0.453, 0.463, 0.517, 0.413, 0.490, 0.458]
}

---

[2]
{
  "formula": "C30H29AsN4O3S3V",
  "method": "ωB97M-V/def2-TZVPD",
  "multiplicity": 2,
  "homo_lumo_gap_ev": [6.92, 6.30],
  "total_energy_ev": -162715.71628,
  "symbols": ["V", "S", "C", "C", "C", "C", "C", "C", "As", "C", "C", "C", "C", "C", "C", "C", "C", "C", "C", "C", "C", "H", "H", "H", "H", "H", "H", "H", "H", "H", "H", "H", "H", "H", "H", "N", "C", "C", "C", "C", "C", "C", "S", "O", "O", "N", "C", "N", "C", "C", "C", "N", "H", "H", "H", "H", "H", "H", "H", "H", "H", "C", "S", "C", "O", "H", "H", "H", "H", "H", "H"],
  "coordinates": [[0.0373, -0.2496, -0.4301], [2.1342, -0.6403, -1.6201], [3.1468, -1.7275, -0.6638], [4.5132, -1.8086, -0.9673], [5.3480, -2.6717, -0.2810], [4.8440, -3.4987, 0.7192], [3.4963, -3.4322, 1.0280], [2.6599, -2.5356, 0.3692], [0.7502, -2.4275, 0.6396], [0.2669, -4.1922, -0.0282], [-0.3805, -5.1701, 0.7167], [-0.7098, -6.3881, 0.1334], [-0.3871, -6.6383, -1.1919], [0.2732, -5.6690, -1.9356], [0.5963, -4.4505, -1.3578], [0.4549, -2.5616, 2.5530], [-0.8617, -2.6362, 3.0018], [-1.1508, -2.6003, 4.3586], [-0.1241, -2.4694, 5.2841], [1.1885, -2.3719, 4.8438], [1.4772, -2.4152, 3.4856], [4.9053, -1.1836, -1.7595], [6.4000, -2.7105, -0.5362], [5.4898, -4.1917, 1.2424], [3.0880, -4.0942, 1.7845], [-0.6281, -4.9922, 1.7561], [-1.2130, -7.1452, 0.7214], [-0.6393, -7.5894, -1.6429], [0.5445, -5.8643, -2.9656], [1.1309, -3.6985, -1.9318], [-1.6740, -2.7076, 2.2857], [-2.1794, -2.6650, 4.6902], [-0.3476, -2.4386, 6.3427], [1.9941, -2.2625, 5.5598], [2.5031, -2.3185, 3.1535], [-3.7729, 2.1329, -6.2053], [-3.3065, 2.0599, -4.9045], [-4.1533, 2.3599, -3.8315], [-3.6779, 2.3387, -2.5368], [-2.3473, 2.0187, -2.2975], [-1.4921, 1.7231, -3.3513], [-1.9692, 1.7436, -4.6477], [-1.7650, 1.9165, -0.6404], [-2.3556, 2.9667, 0.1397], [-0.2837, 1.9436, -0.7273], [-2.1014, 0.4637, -0.0891], [-2.5469, -0.4709, -0.9971], [-3.8301, -0.7031, -1.2427], [-4.0895, -1.6390, -2.1529], [-3.1091, -2.3588, -2.8239], [-1.7982, -2.0744, -2.4930], [-1.5249, -1.1387, -1.5918], [-4.7684, 2.0602, -6.3296], [-3.2427, 1.6344, -6.8999], [-5.1876, 2.6184, -4.0244], [-4.3311, 2.5697, -1.7059], [-0.4537, 1.4914, -3.1503], [-1.3015, 1.5268, -5.4727], [-5.1399, -1.8178, -2.3572], [-3.3573, -3.1082, -3.5598], [-0.9550, -2.5868, -2.9382], [1.9614, 1.3612, 3.5314], [0.9600, 1.7558, 2.1010], [-0.6299, 1.8375, 2.9238], [0.9416, 0.4380, 1.3463], [2.0007, 2.2284, 4.1889], [2.9570, 1.1337, 3.1544], [1.5385, 0.4944, 4.0377], [-0.5934, 2.5836, 3.7167], [-0.8520, 0.8463, 3.3216], [-1.3674, 2.1251, 2.1759]],
  "atomic_forces_ev_per_a": [[0.88, 0.30, 0.05], [-0.32, 0.12, 0.20], [0.08, -0.06, -0.04], [0.01, -0.03, 0.03], [-0.04, 0.01, 0.00], [0.00, 0.00, -0.01], [-0.01, -0.03, 0.03], [-0.02, -0.02, -0.06], [-0.18, 0.09, -0.10], [0.00, -0.06, 0.09], [-0.04, 0.04, -0.03], [0.01, -0.01, -0.02], [-0.01, -0.01, 0.03], [0.01, 0.04, -0.02], [0.02, -0.01, 0.00], [0.13, 0.04, 0.05], [-0.04, -0.01, 0.00], [-0.01, 0.00, -0.02], [0.02, 0.00, -0.01], [-0.01, 0.00, 0.03], [-0.01, 0.00, -0.02], [0.00, 0.00, 0.00], [0.00, 0.00, 0.00], [0.01, 0.00, -0.01], [-0.01, 0.00, -0.01], [0.01, 0.00, -0.01], [0.00, 0.00, 0.00], [0.00, -0.01, 0.00], [0.00, -0.01, 0.00], [-0.01, -0.01, -0.01], [0.01, 0.01, 0.00], [0.00, 0.00, 0.01], [0.00, 0.00, 0.00], [0.00, 0.00, 0.00], [-0.01, 0.00, 0.00], [0.00, -0.01, 0.00], [0.00, 0.01, 0.02], [-0.01, 0.01, -0.02], [0.01, 0.00, 0.02], [0.02, 0.09, 0.09], [-0.01, -0.01, 0.00], [-0.01, 0.00, 0.01], [0.20, 0.01, -0.31], [0.03, -0.02, 0.10], [-0.22, -0.08, -0.11], [-0.28, -0.02, 0.30], [0.05, -0.33, -0.36], [0.16, 0.06, 0.07], [0.00, -0.10, -0.10], [-0.08, 0.09, 0.09], [-0.05, 0.00, 0.01], [-0.02, 0.13, 0.29], [0.00, 0.00, 0.00], [0.00, 0.00, 0.00], [0.00, 0.00, 0.00], [0.00, 0.00, 0.00], [0.00, 0.00, -0.02], [0.00, 0.00, 0.00], [0.01, -0.01, -0.01], [-0.01, -0.01, 0.00], [0.02, 0.01, 0.00], [0.00, -0.03, -0.10], [-0.16, 0.02, 0.06], [0.00, -0.05, -0.09], [-0.15, -0.18, -0.09], [-0.02, 0.02, -0.01], [0.00, -0.01, 0.03], [-0.01, -0.02, -0.01], [0.04, 0.03, -0.02], [0.03, 0.00, 0.00], [-0.02, 0.01, 0.05]],
  "mulliken_spin": [0.982, -0.003, 0.000, 0.002, -0.001, 0.001, -0.001, 0.011, -0.016, -0.003, 0.002, 0.000, -0.001, 0.000, -0.002, 0.008, -0.005, -0.002, -0.001, 0.000, -0.002, 0.000, 0.000, 0.000, 0.000, 0.000, 0.000, 0.000, 0.000, 0.001, -0.001, 0.000, 0.000, 0.000, 0.000, 0.000, 0.000, 0.000, 0.000, -0.013, 0.014, 0.003, 0.014, -0.002, 0.010, -0.004, -0.001, -0.001, 0.000, -0.002, 0.017, -0.016, 0.000, 0.000, 0.000, 0.000, 0.000, 0.000, 0.000, 0.000, 0.000, 0.001, 0.004, 0.000, 0.008, -0.001, 0.000, 0.000, 0.000, 0.000, 0.000]
}

---

[3]
{
  "formula": "C30H29BaBr2N5O2Si",
  "method": "ωB97M-V/def2-TZVPD",
  "homo_lumo_gap_ev": 6.30,
  "total_energy_ev": -191787.38423,
  "symbols": ["Ba", "Br", "C", "C", "C", "C", "O", "C", "C", "N", "C", "C", "C", "C", "C", "C", "C", "C", "N", "C", "C", "H", "H", "H", "H", "H", "H", "H", "H", "H", "H", "O", "C", "C", "C", "N", "C", "Br", "C", "H", "H", "H", "H", "C", "C", "C", "C", "C", "C", "N", "N", "Si", "C", "C", "C", "H", "H", "H", "H", "H", "H", "H", "H", "H", "H", "H", "H", "H", "H", "H"],
  "coordinates": [[0.6934, -0.0641, 0.0921], [-2.8135, -6.4046, 2.2454], [-2.1795, -4.6317, 2.0049], [-1.5776, -3.9587, 3.0739], [-1.1331, -2.6730, 2.9108], [-1.2406, -1.9845, 1.6711], [-0.8332, -0.7761, 1.5620], [-1.8308, -2.7068, 0.5851], [-1.9933, -2.2056, -0.7514], [-1.3943, -1.1925, -1.2703], [-1.5578, -0.8813, -2.6229], [-2.0339, -1.7602, -3.5762], [-2.1554, -1.3967, -4.9271], [-1.7927, -0.1496, -5.3465], [-1.2737, 0.7757, -4.4159], [-0.8756, 2.0735, -4.8081], [-0.3780, 2.9358, -3.8758], [-0.2625, 2.4823, -2.5486], [-0.6114, 1.2875, -2.1446], [-1.1361, 0.4188, -3.0508], [-2.3140, -4.0136, 0.7911], [-1.4725, -4.4555, 4.0293], [-0.6735, -2.1393, 3.7322], [-2.6921, -2.8055, -1.3450], [-2.3055, -2.7678, -3.2955], [-2.5365, -2.1217, -5.6339], [-1.8810, 0.1435, -6.3848], [-0.9732, 2.3607, -5.8477], [-0.0642, 3.9381, -4.1306], [0.1422, 3.1476, -1.7923], [-2.7819, -4.5396, -0.0321], [2.3323, 6.5351, 1.5295], [1.9747, 5.2668, 1.2680], [0.9498, 4.6078, 1.9461], [0.6676, 3.3033, 1.5969], [1.3258, 2.6331, 0.6502], [2.2903, 3.2818, 0.0250], [3.2246, 2.3006, -1.3015], [2.6681, 4.5864, 0.2713], [1.8021, 6.8929, 2.2484], [0.3882, 5.1003, 2.7290], [-0.1190, 2.7553, 2.1037], [3.4723, 5.0630, -0.2675], [0.9335, -3.5483, -2.0589], [1.8237, -3.4476, -0.8497], [2.4298, -4.5786, -0.3424], [3.2465, -4.4225, 0.7786], [3.4323, -3.1800, 1.3194], [2.8029, -2.0343, 0.7507], [1.9836, -2.2258, -0.3261], [2.9407, -0.7872, 1.2064], [4.2725, -0.2384, 2.1345], [4.0968, 1.6298, 2.3624], [4.4095, -0.9234, 3.9006], [5.9113, -0.5639, 1.2508], [1.3811, -4.1964, -2.8131], [0.7646, -2.5662, -2.4962], [-0.0337, -3.9770, -1.7863], [2.2754, -5.5432, -0.8048], [3.7361, -5.2823, 1.2204], [4.0569, -3.0523, 2.1895], [3.0790, 1.9037, 2.6480], [4.3571, 2.1760, 1.4544], [4.7653, 1.9733, 3.1540], [3.4397, -0.8985, 4.4021], [5.0984, -0.3085, 4.4855], [4.7794, -1.9476, 3.9487], [5.8945, -0.1336, 0.2475], [6.1038, -1.6332, 1.1476], [6.7528, -0.1246, 1.7909]],
  "atomic_forces_ev_per_a": [[0.98, 1.80, -1.39], [0.01, -0.01, 0.01], [-0.05, -0.02, -0.11], [0.01, 0.04, -0.02], [-0.02, -0.03, -0.04], [-0.30, -0.48, 0.12], [-1.41, -0.38, 1.39], [0.00, -0.10, 0.21], [-0.02, 0.21, -0.22], [-0.14, -0.30, 0.19], [-0.21, -0.19, -0.31], [0.12, 0.11, 0.13], [0.01, 0.09, -0.07], [-0.02, -0.09, -0.02], [-0.01, 0.00, 0.05], [0.06, 0.08, 0.13], [-0.06, -0.07, -0.12], [0.00, 0.02, 0.06], [-0.04, 0.06, 0.05], [-0.12, 0.03, -0.32], [0.03, -0.06, 0.23], [0.00, -0.01, 0.00], [0.00, 0.01, 0.01], [-0.01, 0.08, -0.05], [0.02, -0.02, 0.03], [0.00, 0.00, -0.01], [-0.01, -0.01, -0.01], [0.00, 0.02, -0.01], [0.00, 0.01, -0.02], [0.02, -0.02, 0.01], [-0.01, 0.00, -0.01], [0.09, 0.06, -0.07], [-0.05, -0.24, -0.03], [0.01, 0.00, -0.01], [-0.02, 0.09, 0.12], [0.05, 0.38, -0.10], [0.08, 0.06, 0.00], [0.00, 0.01, -0.07], [-0.06, 0.04, 0.07], [-0.05, 0.02, 0.06], [-0.01, 0.00, 0.01], [-0.02, 0.03, 0.02], [0.01, 0.00, -0.01], [0.00, -0.04, -0.02], [-0.05, -0.19, -0.09], [-0.05, 0.07, -0.07], [0.02, 0.07, 0.04], [0.05, -0.10, 0.05], [0.31, -0.48, 0.14], [0.45, -0.68, -0.24], [0.58, 0.11, 0.21], [-0.02, 0.07, 0.13], [0.04, -0.12, -0.01], [-0.01, 0.07, -0.15], [-0.15, 0.02, 0.09], [-0.02, -0.01, 0.00], [-0.01, 0.01, -0.02], [-0.03, 0.01, -0.01], [-0.01, 0.00, -0.02], [0.01, 0.00, 0.01], [0.05, 0.01, 0.07], [-0.02, -0.02, 0.03], [0.00, -0.02, -0.02], [0.04, 0.01, 0.03], [-0.04, 0.00, 0.00], [0.02, 0.03, -0.01], [0.00, -0.06, -0.03], [-0.02, 0.02, -0.02], [-0.01, -0.03, 0.00], [0.01, 0.01, 0.04]],
  "mulliken_charge": [1.911, -0.240, -0.285, -0.371, -0.686, 0.597, -1.140, 0.825, -0.785, 0.170, 0.195, -0.274, -1.144, -0.854, 1.377, -0.667, -0.967, -0.410, -0.246, 0.175, -0.588, 0.432, 0.464, 0.270, 0.307, 0.383, 0.388, 0.412, 0.410, 0.715, 0.434, -0.527, 0.800, -0.583, -0.989, 0.451, -0.291, -0.040, -0.512, 0.306, 0.358, 0.483, 0.521, -1.276, 0.527, -0.732, -0.671, -0.196, 0.879, -0.377, -0.175, -0.340, -0.853, -1.200, -1.051, 0.550, 0.089, 0.151, 0.423, 0.413, 0.220, 0.143, 0.152, 0.452, 0.339, 0.362, 0.395, 0.269, 0.338, 0.382]
}

---

Number 1: largest force on an atom 0.51 eV/A. Number 2: largest force on an atom 0.93 eV/A. Number 3: largest force on an atom 2.48 eV/A.